ORCA calculation (ωB97M-V/def2-TZVPD) on C38H41AuBr2NOP as an isolated structure.

The geometry in XYZ format:
```
85
Properties=species:S:1:pos:R:3:lowdin_spin:R:1
Au -1.06745 -1.39871 -1.28838 0.397
C 4.19165 4.57389 -0.17658 0.014
C 4.17195 3.67009 -1.42568 0.027
C 5.41365 2.77719 -1.41038 0.001
C 4.21695 4.58289 -2.67288 0.020
C 2.88755 2.89399 -1.47268 0.208
C 2.86705 1.49779 -1.62728 0.043
C 1.68305 0.81719 -1.65248 0.131
Br 1.77775 -1.07371 -1.88968 0.021
C 0.39625 1.44449 -1.52238 0.147
O -0.68295 0.80389 -1.40858 0.315
C 0.42775 2.90689 -1.50178 0.125
C 1.64345 3.54289 -1.43738 -0.003
C -0.87285 3.67589 -1.58438 0.012
C -0.67735 5.19449 -1.62488 -0.001
C -1.59845 3.26399 -2.87968 0.009
C -1.75535 3.35659 -0.36428 0.008
H 5.12015 5.13859 -0.15748 0.002
H 4.13325 3.97259 0.72752 0.000
H 3.37075 5.28429 -0.17678 0.000
H 6.30685 3.39399 -1.36648 0.000
H 5.48555 2.17069 -2.30978 0.000
H 5.42145 2.12349 -0.54048 0.000
H 5.16205 5.11939 -2.68968 0.003
H 3.41475 5.31469 -2.65828 0.000
H 4.13595 3.99279 -3.58218 0.000
H 3.78565 0.94789 -1.73588 0.000
H 1.64955 4.61759 -1.38238 -0.003
H -0.10215 5.49949 -2.49568 0.000
H -0.19675 5.56379 -0.72238 0.000
H -1.65275 5.67019 -1.69408 0.000
H -0.97875 3.48509 -3.74658 0.000
H -2.52345 3.82649 -2.96668 0.001
H -1.83855 2.20529 -2.87768 0.000
H -1.26895 3.69619 0.54842 0.000
H -1.94445 2.29069 -0.28798 0.000
H -2.70715 3.87029 -0.46668 0.001
C -0.58875 -6.99101 -1.48748 0.000
C -1.52425 -5.83571 -1.60828 0.001
C -2.90975 -5.99131 -1.58208 0.005
C -3.73055 -4.88201 -1.67128 0.001
C -3.14395 -3.62771 -1.73858 0.007
Br -4.19405 -2.07101 -1.90848 0.000
N -1.82245 -3.45781 -1.71738 0.055
C -1.04165 -4.53531 -1.69738 0.008
H -1.13355 -7.93001 -1.44818 0.000
H -0.00765 -6.89481 -0.56988 0.000
H 0.11045 -7.01851 -2.32218 0.000
H -3.34215 -6.97901 -1.50848 0.000
H -4.80405 -4.97931 -1.67938 0.000
H 0.02135 -4.35141 -1.76718 0.000
C 0.34535 2.67699 2.96972 0.029
C 1.29785 1.79679 2.47552 0.000
C 0.90875 0.59889 1.91132 0.022
C -0.44875 0.26639 1.86482 0.031
C -1.40855 1.15439 2.34792 0.023
C -1.00245 2.35339 2.90402 -0.001
P -0.89785 -1.33191 1.15442 0.213
C 0.32615 -2.50531 1.78012 0.032
C 0.61815 -2.51331 3.14532 0.009
C 1.53845 -3.42831 3.62662 0.002
C 2.17005 -4.31581 2.76762 0.001
C 1.88255 -4.29791 1.41342 0.000
C 0.96195 -3.39151 0.91912 0.004
C -2.53805 -1.76951 1.75522 0.029
C -2.74535 -2.78331 2.68952 0.015
C -4.03555 -3.03071 3.12492 0.001
C -5.10705 -2.32911 2.59392 0.015
C -4.89895 -1.34891 1.63472 -0.001
C -3.61495 -1.05671 1.22342 0.013
H 0.65165 3.61259 3.40922 0.001
H 2.34435 2.04329 2.54552 0.000
H 1.64815 -0.09731 1.53872 0.001
H -2.45915 0.90469 2.31522 0.001
H -1.74155 3.03649 3.29182 0.000
H 0.13005 -1.81871 3.81732 0.000
H 1.76815 -3.44771 4.67942 0.000
H 2.89385 -5.01651 3.15262 0.000
H 2.38215 -4.97821 0.74442 0.000
H 0.74275 -3.34761 -0.13498 0.001
H -1.91605 -3.35621 3.08122 0.001
H -4.20455 -3.77531 3.88602 0.000
H -6.10985 -2.55241 2.92042 0.001
H -5.73475 -0.82501 1.20132 0.000
H -3.43175 -0.29491 0.47652 0.001
```

Summary:
spin multiplicity	3
calculated total energy	-7227.1637	Ha
Kohn-Sham gap (spin up / spin down)	8.6 / 6.2	eV
charge	+2
maximum force	0.96	eV/Å
relative energy (zero: lowest compared OMol25 entry of this formula, charge and spin)	0.00	kJ/mol

=====

ORCA calculation (ωB97M-V/def2-TZVPD) on C38H41AuN7O4Te as an isolated structure.

The geometry in XYZ format:
```
92
Properties=species:S:1:pos:R:3:lowdin_spin:R:1
Au 0.20742 0.23398 -0.03042 0.478
O 1.93753 1.27776 1.29501 0.038
N 2.51308 0.37660 1.96925 -0.008
N 1.72136 -0.28565 2.74454 0.023
O 0.45408 -0.03254 2.91073 0.028
C 2.29249 -1.38841 3.43815 0.000
C 3.45711 -1.99863 2.97885 0.004
C 3.97407 -3.07049 3.68824 0.000
C 3.33857 -3.54586 4.83034 0.005
C 2.16262 -2.94457 5.25696 0.000
C 1.63144 -1.86808 4.56103 0.005
H 3.89846 -1.65577 2.05397 0.000
H 4.87382 -3.55536 3.32823 0.000
H 3.74704 -4.39197 5.37024 0.000
H 1.64713 -3.31911 6.13352 0.000
H 0.70593 -1.39187 4.85084 0.000
C -2.84918 -0.62953 2.30292 0.002
C -3.46891 0.06578 1.12504 0.020
C -4.58624 0.86904 1.32542 -0.003
C -5.09496 1.66479 0.31388 0.026
C -4.44695 1.68846 -0.91175 -0.003
C -3.34558 0.88187 -1.15953 0.020
C -2.58818 1.04158 -2.44806 0.002
C -2.87986 0.00254 -0.15353 0.001
N -1.74026 -0.74931 -0.46869 0.174
H -3.23938 -0.20462 3.22968 0.000
H -1.76285 -0.50678 2.31424 0.000
H -3.07214 -1.69673 2.32276 0.001
H -5.02917 0.90539 2.31544 -0.001
H -5.94587 2.30963 0.49767 0.002
H -4.77090 2.37768 -1.68368 -0.001
H -3.06081 1.80508 -3.06718 0.000
H -2.52519 0.11386 -3.01694 0.001
H -1.56780 1.36918 -2.23666 0.000
N -0.92616 2.38435 2.05474 0.000
C -1.09217 2.82780 0.79790 0.003
O -0.55501 2.22831 -0.18032 0.032
C -1.90970 3.97971 0.56456 0.002
C -2.45853 4.69002 1.64828 0.000
N -2.88335 5.24149 2.57580 0.001
C -2.23346 4.37441 -0.75102 0.000
N -2.51935 4.72403 -1.81662 0.000
H -1.33494 2.90413 2.81122 0.000
H -0.22881 1.66268 2.26360 0.000
C 1.72538 -3.93158 0.10286 0.006
C 1.75936 -2.40979 -0.07936 0.016
O 2.87355 -1.87848 -0.21133 0.003
N 0.59086 -1.77806 -0.11811 0.090
Te -1.37078 -2.60013 0.14550 0.000
C -3.60467 -3.13521 -0.05732 0.027
C -4.24196 -3.74536 1.03392 0.003
C -3.53792 -4.15939 2.31241 0.000
C -5.60115 -4.06171 0.97867 0.001
C -6.36520 -3.80189 -0.14479 0.000
C -7.84330 -4.08763 -0.17157 0.000
C -5.72473 -3.23888 -1.23971 0.001
C -4.37274 -2.91288 -1.21290 0.002
C -3.77394 -2.36046 -2.47898 0.002
C -1.07472 -3.84168 -1.59553 -0.004
C -1.34170 -5.20866 -1.45695 -0.001
C -1.83100 -5.83411 -0.17505 -0.001
C -1.14546 -6.06239 -2.54164 0.000
C -0.69265 -5.59506 -3.76284 0.000
C -0.50780 -6.52000 -4.93670 0.000
C -0.41006 -4.24159 -3.87285 0.000
C -0.57495 -3.35310 -2.81344 0.000
C -0.17851 -1.92034 -3.05174 0.000
H 2.68665 -4.24505 0.50641 0.002
H 1.57065 -4.41865 -0.86297 0.000
H 0.92951 -4.25958 0.77808 0.000
H -2.49590 -3.85418 2.35846 0.000
H -3.56666 -5.24814 2.41677 0.000
H -4.04431 -3.73613 3.18289 0.000
H -6.06831 -4.52207 1.84684 0.000
H -8.11076 -4.85543 0.55649 0.000
H -8.16328 -4.42622 -1.15883 0.000
H -8.41785 -3.18916 0.06829 0.000
H -6.29409 -3.03600 -2.14362 0.000
H -4.48604 -1.70623 -2.98618 0.000
H -3.50564 -3.17306 -3.16130 0.000
H -2.87790 -1.78438 -2.27138 0.001
H -1.39396 -5.36550 0.70851 0.000
H -1.56587 -6.89237 -0.15294 0.000
H -2.91514 -5.74665 -0.08689 0.000
H -1.34995 -7.12193 -2.41637 0.000
H -0.63060 -7.56196 -4.63859 0.000
H 0.48558 -6.40687 -5.37532 0.000
H -1.23716 -6.30808 -5.72228 0.000
H -0.03667 -3.85135 -4.81552 0.000
H -0.27092 -1.68447 -4.11403 0.000
H 0.85805 -1.76175 -2.74713 0.001
H -0.77476 -1.21897 -2.47373 -0.001
```

Summary:
spin multiplicity	2
calculated total energy	-2560.5086	Ha
Kohn-Sham gap (spin up / spin down)	5.3 / 6.1	eV
charge	-2
maximum force	0.14	eV/Å
relative energy (zero: lowest compared OMol25 entry of this formula, charge and spin)	0.00	kJ/mol

=====

ORCA calculation (ωB97M-V/def2-TZVPD) on C38H41ClNORbSb2 as an isolated structure at a distorted geometry.

The geometry in XYZ format:
```
85
Properties=species:S:1:pos:R:3:mulliken_charge:R:1
Rb -1.73695 0.02944 -0.18318 0.734
C 2.98281 -3.71226 0.37690 -1.712
C 3.87214 -2.50035 0.67464 0.541
C 4.20808 -1.72219 -0.60376 -1.221
Sb 4.89578 0.32941 -0.33818 0.745
C 4.99059 0.24150 1.82741 -0.426
C 3.85190 0.61995 2.53733 0.590
C 3.79670 0.49405 3.91820 -0.748
C 4.89415 0.01164 4.61679 -0.401
C 6.03416 -0.36660 3.92062 -0.769
C 6.07579 -0.26348 2.53584 -0.055
C 7.09340 -0.15045 -0.56286 -0.078
C 7.56006 -1.03165 -1.53890 -0.339
C 8.88733 -1.03958 -1.94922 -0.604
C 9.79476 -0.15014 -1.39187 -0.323
C 9.35540 0.74767 -0.42707 -0.579
C 8.02489 0.74931 -0.03452 -0.146
Sb 0.87163 -3.09124 0.03301 0.705
C 0.36266 -5.20728 -0.16467 0.135
C 1.11398 -6.03232 -0.99692 -0.347
C 0.83503 -7.38887 -1.11847 -0.523
C -0.21108 -7.94866 -0.40186 -0.316
C -0.97646 -7.13782 0.42672 -0.754
C -0.69623 -5.78339 0.53532 -0.235
C 0.57944 -3.06036 2.17590 0.439
C 0.20288 -1.88255 2.81232 -0.349
C -0.01434 -1.84643 4.18350 -0.524
C 0.17682 -2.98607 4.94987 -0.442
C 0.58357 -4.16094 4.33182 -0.716
C 0.77880 -4.19496 2.95787 -0.285
H 2.98813 -4.40930 1.22002 0.478
H 3.38147 -4.24623 -0.49275 0.385
H 4.81584 -2.81429 1.13595 0.331
H 3.36568 -1.86830 1.40846 -0.151
H 3.32493 -1.63103 -1.23690 0.360
H 4.97016 -2.26921 -1.16427 0.459
H 2.99240 0.99083 1.98934 -0.087
H 2.89238 0.76504 4.45027 0.439
H 4.85605 -0.08955 5.69519 0.340
H 6.89372 -0.75306 4.45756 0.367
H 6.96223 -0.59014 2.00626 0.382
H 6.86918 -1.73491 -1.99546 0.248
H 9.21738 -1.73437 -2.71448 0.357
H 10.82802 -0.14309 -1.71933 0.343
H 10.05271 1.45427 0.01115 0.347
H 7.69545 1.47070 0.70940 0.360
H 1.94019 -5.61589 -1.56409 0.271
H 1.44160 -8.01304 -1.76614 0.350
H -0.43095 -9.00677 -0.49113 0.340
H -1.79224 -7.56779 0.99745 0.351
H -1.31432 -5.15688 1.16418 0.401
H 0.09248 -0.97008 2.23460 0.053
H -0.32804 -0.92292 4.65741 0.444
H 0.01711 -2.96002 6.02172 0.346
H 0.75201 -5.05358 4.92465 0.355
H 1.08921 -5.12375 2.49565 0.355
C -0.82670 6.00343 -0.14787 -0.763
N -2.00145 5.31099 -0.63042 -0.102
C -1.71089 4.56249 -1.84100 -0.809
C -2.56231 4.43963 0.41159 -0.408
C -3.86544 3.78686 -0.00656 -0.462
C -4.96837 4.63680 -0.10938 -0.623
C -6.20702 4.14376 -0.49032 -0.434
C -6.32159 2.78558 -0.75695 -0.487
C -5.20835 1.96006 -0.63195 -0.253
C -3.91761 2.39484 -0.25157 0.086
H -0.45761 6.68447 -0.92002 0.345
H -0.00716 5.32093 0.12890 0.162
H -1.09424 6.59796 0.72931 0.304
H -1.31242 5.23733 -2.60351 0.324
H -2.63524 4.11551 -2.20326 0.287
H -0.98100 3.75311 -1.67316 0.199
H -2.74444 5.07855 1.28468 0.632
H -1.84289 3.65527 0.69736 -0.045
H -4.84893 5.69703 0.10702 0.279
H -7.06719 4.80196 -0.57079 0.331
H -7.28427 2.37700 -1.05898 0.292
H -5.36006 0.89984 -0.84464 0.259
Cl -2.05898 -2.86048 -0.02753 -0.765
C 1.68019 2.65644 0.56425 -0.637
C 1.10231 1.28429 0.17137 -0.768
O 1.86702 0.32011 0.42286 0.395
H 2.47103 2.57684 1.32366 0.240
H 0.88749 3.31390 0.92078 -0.076
H 2.10326 3.09385 -0.34750 0.276
```

Summary:
calculated total energy	-2567.2789	Ha
Kohn-Sham gap	4.9	eV
charge	-2
maximum force	1.01	eV/Å
relative energy (zero: lowest compared OMol25 entry of this formula, charge and spin)	49.08	kJ/mol